# 1
23
Properties=species:S:1:pos:R:3:forces:R:3 method="wB97M-V/def2-TZVPD" e_lumo_ev=0.9 smiles=CCN[C@H](C)CO.O gap_ev=10.13 e_homo_ha=-0.340 spin_multiplicity=1 e_above_lowest_kcal_mol=31.1
C -2.022 1.512 -0.747 -0.5581 0.7417 0.7134
C -0.539 1.900 -0.742 -1.1688 -1.8319 0.3010
N 0.222 0.635 -0.646 -0.6482 -0.5313 0.2122
C 0.408 0.106 0.720 0.5936 0.5858 0.0353
C 0.754 1.213 1.727 0.8396 -0.8049 0.8078
C 1.459 -0.982 0.776 1.5962 -1.4295 0.4176
O 1.208 -2.241 0.137 -0.2944 0.4554 0.0238
H -2.673 2.393 -0.809 0.1954 0.0367 -0.2639
H -2.282 0.826 -1.547 0.1694 -0.0578 -0.0540
H -2.327 1.071 0.207 0.2188 -0.3024 -0.0717
H -0.375 2.410 -1.680 0.7019 0.1810 -0.0845
H -0.320 2.489 0.142 0.0273 0.6848 -0.3061
H 1.088 0.676 -1.140 0.6682 0.1073 -0.0307
H -0.449 -0.414 1.167 -0.5635 0.3334 -0.7588
H -0.144 1.672 2.131 0.1251 0.1996 0.0550
H 1.306 0.721 2.540 -0.4485 0.1345 0.2465
H 1.479 1.959 1.397 -0.3072 0.0883 -0.4831
H 1.593 -1.354 1.793 -0.4607 0.5702 0.3345
H 2.497 -0.680 0.557 -0.3221 0.5486 -0.5452
H 1.160 -2.169 -0.818 -0.0227 0.1543 -0.2187
O -1.252 -1.987 -1.252 0.0079 -0.1032 0.5224
H -1.303 -2.472 -0.415 -0.1034 -0.1974 -0.3569
H -0.669 -1.260 -0.984 -0.2459 0.4369 -0.4959

---

# 2
16
Properties=species:S:1:pos:R:3:forces:R:3 method="wB97M-V/def2-TZVPD" e_lumo_ev="-3.6 / -4.1" gap_ev="5.80 / 5.11" e_homo_ha="-0.346 / -0.337" spin_multiplicity=1 e_above_lowest_kcal_mol=153.7
C 0.094 -0.681 1.558 -3.5800 -3.6677 -1.0097
C 0.410 -0.945 -1.021 -1.4311 -2.1262 2.0260
C 0.448 1.172 0.169 0.1425 0.1181 -0.4927
C -0.324 -0.189 0.137 0.1742 1.0373 2.0626
N -1.662 0.077 -0.004 1.2478 -0.7698 0.6185
F -1.387 1.133 -2.625 -0.0474 -0.4167 1.4351
H -0.653 -0.521 2.353 0.5233 0.8920 -0.4197
H 0.134 -1.792 1.584 0.3689 0.4255 -0.2234
H 1.027 -0.292 1.651 2.5159 0.8265 1.3048
H 0.552 -0.434 -1.912 -1.0236 0.9262 -1.9189
H -0.104 -1.965 -1.010 1.2117 1.3170 -0.6402
H 1.389 -0.911 -0.609 1.0148 -1.0037 0.5402
H 0.206 1.822 0.928 -1.1513 1.0013 2.2962
H 1.508 1.123 0.229 0.9450 -1.0290 -0.1200
H 0.207 1.684 -0.665 -0.7257 1.6019 -3.2293
H -1.845 0.717 -0.763 -0.1848 0.8675 -2.2293